Record 1
ORCA calculation (ωB97M-V/def2-TZVPD) on C4H9NO in the gas phase.

Positions of all 15 atoms, in Å:
C  -2.303  -0.064  -0.212
C  -0.976  0.609  0.092
O  -0.869  0.837  1.469
C  0.259  -0.100  -0.408
C  2.525  -0.510  -0.014
N  1.172  -0.319  0.436
H  -3.105  0.581  0.158
H  -2.445  -0.226  -1.286
H  -2.355  -1.020  0.317
H  -0.934  1.572  -0.455
H  -0.025  0.417  1.725
H  0.390  -0.238  -1.493
H  3.007  0.453  0.183
H  2.612  -0.726  -1.089
H  3.046  -1.266  0.578

Total energy   -7830.752 eV
Lowest unoccupied orbital energy   1.1 eV
Orbital gap   11.10 eV
Molecular weight   87.122 g/mol

Results of the Löwdin charge analysis, in e, for atoms 1 through 4: -0.05 -0.45 -0.04 -0.12

***

Record 2
ORCA calculation (ωB97M-V/def2-TZVPD) on C4H9NO in the gas phase.

Positions of all 15 atoms, in Å:
C  -1.584  0.632  0.366
C  -0.840  -0.142  -0.691
N  0.365  0.468  -1.249
C  0.492  -0.745  -0.439
C  1.234  -0.542  0.885
O  1.823  0.730  0.974
H  -2.196  -0.045  0.974
H  -0.884  1.158  1.022
H  -2.249  1.371  -0.092
H  -1.475  -0.681  -1.396
H  0.471  0.281  -2.241
H  0.715  -1.671  -0.966
H  2.005  -1.318  0.986
H  0.533  -0.676  1.722
H  1.588  1.181  0.143

Total energy   -7830.391 eV
Lowest unoccupied orbital energy   1.0 eV
Orbital gap   10.79 eV
Molecular weight   87.122 g/mol

Results of the Löwdin charge analysis, in e, for atoms 1 through 4: -0.05 -0.32 0.04 -0.25